Entry 1:
C22H42Cl3MnN2O4SSi | ωB97M-V with the def2-TZVPD basis set

Summary:
* HOMO-LUMO gap (alpha / beta): 7.03 / 8.80 eV
* HOMO level (alpha / beta): -8.456 / -8.460 eV
* total energy: -4493.3688 Eh
* relative energy (zero: lowest compared OMol25 entry of this formula, charge and spin): 0.000 eV
* expectation value of S²: 6.113
* F_max: 0.045 hartree/bohr
* M: 620.04 Da
* 2S+1: 5

Last column: Mulliken charge in e.
CARTESIAN COORDINATES (ANGSTROEM)
Mn 0.526 -0.284 -0.068  0.48
Cl 0.060 1.206 -1.821  -0.77
Cl -0.496 5.083 -4.601  -0.34
Cl 2.349 0.660 0.746  -0.53
S 1.416 -3.180 1.769  0.88
Si 0.782 3.728 -5.517  0.53
O -0.871 -1.682 -0.500  -0.75
O 2.866 -3.466 1.532  -0.71
O -0.455 -0.097 1.550  0.97
O 1.683 -1.750 -1.163  -0.59
N -2.977 -0.919 0.055  0.29
N 3.453 -2.000 -2.587  0.29
C 4.571 -1.394 -3.308  -0.89
C -0.720 -1.380 6.285  -0.56
C 0.187 -0.321 6.191  -0.66
C -0.306 2.340 -6.137  -0.85
C 0.445 -4.372 0.846  -1.07
C 1.012 -3.719 3.444  -1.07
C -3.507 3.010 3.140  -1.50
C -4.110 -1.058 0.965  -0.76
C -1.344 -1.046 3.968  0.23
C 3.145 -3.391 -2.907  -0.82
C -1.339 1.924 2.420  0.32
C -2.947 0.312 -0.719  -0.79
C 2.700 -1.291 -1.759  0.49
C -1.488 -1.745 5.171  -0.64
C 2.014 3.227 -4.210  -0.48
C -0.985 2.957 1.403  -1.33
C 0.347 0.359 4.985  -0.48
C -0.444 0.011 3.886  -0.11
C -2.000 -1.830 0.046  0.14
C -2.454 1.950 3.168  0.16
C 1.625 4.608 -6.949  -0.94
C -0.328 0.802 2.584  -0.13
H 2.188 5.484 -6.597  0.26
H -0.520 -4.493 1.343  0.34
H 4.027 -4.014 -2.714  0.31
H -1.833 3.619 1.209  0.38
H 0.666 1.270 2.543  0.58
H 0.289 1.556 -6.624  0.32
H -2.197 -2.571 5.222  0.42
H -0.831 -1.924 7.223  0.38
H -1.938 -1.304 3.086  0.10
H 2.743 2.513 -4.621  0.25
H -2.253 -2.771 0.574  0.33
H 2.562 4.116 -3.866  0.29
H -5.041 -0.851 0.422  0.32
H -2.093 0.321 -1.409  0.18
H -1.034 2.718 -6.870  0.27
H 1.524 2.752 -3.344  -0.10
H 1.251 -2.876 4.103  0.24
H -4.029 -0.337 1.794  0.15
H 4.693 -0.363 -2.959  0.27
H 0.292 -3.975 -0.165  0.20
H 2.303 -3.724 -2.296  0.13
H 3.010 -0.245 -1.594  0.07
H -2.861 1.170 -0.035  0.15
H -4.497 2.550 2.995  0.29
H 2.900 -3.487 -3.973  0.32
H -3.362 3.766 2.357  0.35
H 1.630 -4.600 3.656  0.45
H -3.897 0.408 -1.264  0.42
H -0.056 -3.940 3.511  0.30
H 1.057 1.182 4.869  0.45
H 2.332 3.941 -7.463  0.32
H 5.494 -1.955 -3.117  0.32
H -4.121 -2.077 1.368  0.30
H 0.894 4.955 -7.693  0.26
H -2.635 1.162 3.902  0.39
H -0.663 2.506 0.452  -0.01
H 0.782 -0.021 7.058  0.38
H 0.990 -5.324 0.832  0.43
H -3.550 3.535 4.108  0.32
H -0.855 1.888 -5.300  0.21
H -0.147 3.576 1.762  0.31
H 4.378 -1.389 -4.389  0.32


Entry 2:
C11H15N | ωB97M-V with the def2-TZVPD basis set

Summary:
* HOMO-LUMO gap: 8.84 eV
* HOMO level: -7.921 eV
* total energy: -482.9048 Eh
* relative energy (zero: lowest compared OMol25 entry of this formula, charge and spin): 0.283 eV
* F_max: 0.019 hartree/bohr
* M: 161.25 Da

Last column: Mulliken charge in e.
CARTESIAN COORDINATES (ANGSTROEM)
N 0.883 0.706 2.839  -0.14
C 1.353 -1.975 -2.536  -0.67
C 0.588 -2.700 -3.627  -0.87
C 0.574 1.474 1.736  -0.36
C -0.027 -0.349 2.879  -0.75
C -0.572 2.725 -0.440  -0.62
C -0.495 0.864 1.046  1.10
C 0.513 3.305 0.233  -0.47
C 1.101 2.680 1.312  -0.71
C -1.978 -1.285 1.586  -1.25
C -1.077 1.496 -0.051  -0.48
C -0.868 -0.305 1.814  0.52
H -2.948 -0.848 1.806  0.27
H -1.996 -1.644 0.557  0.30
H 1.232 -3.105 -4.403  0.29
H -1.056 3.250 -1.248  0.39
H 1.942 -1.136 -2.925  0.27
H -1.942 1.114 -0.571  0.41
H -0.018 -1.056 3.692  0.41
H -0.072 -1.996 -4.137  0.27
H -1.887 -2.147 2.249  0.36
H 0.681 -1.607 -1.767  0.15
H 0.873 4.252 -0.149  0.38
H 1.227 1.142 3.679  0.26
H 2.120 -2.583 -2.061  0.28
H -0.129 -3.434 -3.243  0.28
H 1.979 3.161 1.731  0.37


Entry 3:
C9H13FN | ωB97M-V with the def2-TZVPD basis set

Summary:
* HOMO-LUMO gap: 9.77 eV
* net charge: +1
* HOMO level: -12.826 eV
* total energy: -505.0466 Eh
* relative energy (zero: lowest compared OMol25 entry of this formula, charge and spin): 2.005 eV
* F_max: 0.124 hartree/bohr
* M: 154.21 Da

Last column: Mulliken charge in e.
CARTESIAN COORDINATES (ANGSTROEM)
F 1.674 2.030 0.875  -0.28
N 0.003 0.145 -0.819  0.12
C 0.325 -0.120 3.503  -0.26
C 0.014 -0.017 0.623  0.06
C 1.069 0.919 2.893  -0.48
C -0.498 1.494 -1.172  -0.75
C 1.378 -0.045 -1.337  -0.77
C 1.035 1.102 1.569  0.17
C -0.464 -0.974 2.799  -0.89
C -0.876 -0.857 -1.458  -1.12
C -0.618 -0.924 1.389  0.03
H -1.007 -1.745 3.323  0.38
H 1.373 -0.010 -2.424  0.41
H -1.905 -0.726 -1.125  0.43
H 2.040 0.734 -0.969  0.36
H 0.146 2.269 -0.765  0.36
H -1.274 -1.666 0.953  0.42
H 1.675 1.576 3.500  0.43
H -1.503 1.629 -0.775  0.36
H -0.842 -0.731 -2.539  0.39
H 1.759 -1.012 -1.011  0.37
H -0.542 -1.865 -1.216  0.44
H 0.400 -0.225 4.575  0.41
H -0.525 1.604 -2.255  0.41


Entry 4:
C7H18IN2O3 | ωB97M-V with the def2-TZVPD basis set

Summary:
* HOMO-LUMO gap: 6.36 eV
* net charge: -1
* HOMO level: -3.216 eV
* total energy: -910.2724 Eh
* relative energy (zero: lowest compared OMol25 entry of this formula, charge and spin): 8.366 eV
* F_max: 0.187 hartree/bohr
* M: 305.14 Da

Last column: Mulliken charge in e.
CARTESIAN COORDINATES (ANGSTROEM)
I 0.354 -1.137 -0.716  -0.62
O -0.035 -1.221 -3.501  -0.67
O -3.480 -1.704 2.013  -0.78
O 2.662 -0.100 0.178  -0.66
N -0.833 0.257 -2.153  -0.29
N -1.871 -1.831 0.489  -0.30
C -0.213 1.155 -4.346  -1.05
C 2.261 0.568 1.332  0.25
C -2.340 -1.387 1.588  0.46
C 1.216 1.691 0.958  -1.07
C -0.320 -0.020 -3.311  0.72
C 1.579 -0.467 2.194  -0.98
C -1.503 -0.478 2.520  0.23
H 2.278 -1.240 2.513  0.31
H -1.008 -1.443 0.137  0.27
H -0.494 -0.262 2.169  -0.58
H -2.004 0.473 2.700  0.27
H 1.169 -0.223 3.174  0.33
H -1.077 -0.536 -1.576  0.32
H -0.264 2.081 -3.773  0.32
H 3.061 1.076 1.871  0.33
H 0.222 1.420 0.602  0.11
H 1.897 -0.473 -0.265  0.29
H 1.671 2.302 0.178  0.32
H -2.479 -2.359 -0.120  0.20
H 0.866 -1.073 1.637  -0.08
H 1.199 2.340 1.833  0.41
H 0.788 1.175 -4.779  0.28
H -1.002 1.135 -5.098  0.25
H -1.337 -0.955 3.486  0.24
H -0.963 1.234 -1.934  0.17


Entry 5:
C6H14O2Si | ωB97M-V with the def2-TZVPD basis set

Summary:
* HOMO-LUMO gap: 9.76 eV
* HOMO level: -9.155 eV
* total energy: -676.9224 Eh
* relative energy (zero: lowest compared OMol25 entry of this formula, charge and spin): 2.582 eV
* F_max: 0.073 hartree/bohr
* M: 146.26 Da

Last column: Mulliken charge in e.
CARTESIAN COORDINATES (ANGSTROEM)
Si 0.964 -0.066 0.374  0.69
O -3.244 0.667 -1.074  -0.47
O -0.281 -0.151 1.465  -0.52
C -2.342 -1.557 -0.820  -0.81
C 1.558 1.783 0.444  -1.19
C 2.311 -1.155 1.218  -1.10
C -2.277 1.032 -0.024  -0.38
C -2.415 -0.289 -0.619  0.56
C 0.490 -0.118 -1.436  -1.21
H -1.412 1.487 -0.438  0.40
H 1.954 2.028 1.429  0.32
H -2.682 -2.103 -1.761  0.22
H 3.023 -0.290 1.547  0.25
H 0.731 2.526 0.286  0.33
H 1.772 -1.581 2.027  0.32
H 2.944 -1.947 0.660  0.31
H -0.279 0.577 -1.586  0.41
H 2.228 2.072 -0.356  0.37
H 1.302 0.203 -2.076  0.42
H -1.588 -2.157 -0.390  0.29
H 0.249 -1.132 -1.744  0.31
H -2.644 1.151 0.999  0.25
H -0.359 -0.979 1.871  0.25


Entry 6:
C2H3IS2 | ωB97M-V with the def2-TZVPD basis set

Summary:
* HOMO-LUMO gap: 7.78 eV
* HOMO level: -8.528 eV
* total energy: -1172.0061 Eh
* relative energy (zero: lowest compared OMol25 entry of this formula, charge and spin): 1.275 eV
* F_max: 0.036 hartree/bohr
* M: 218.08 Da

Last column: Mulliken charge in e.
CARTESIAN COORDINATES (ANGSTROEM)
I 2.310 -1.915 -2.104  0.11
S -1.365 0.393 -0.915  -0.27
S 1.866 0.374 -1.724  -0.30
C -1.360 0.013 1.883  -0.49
C -1.583 0.196 0.605  0.33
H 2.583 0.943 -2.703  0.18
H -0.307 -0.033 2.255  0.23
H -2.144 0.028 2.702  0.22